Record 1
The following is a DFT calculation (the ωB97M-V functional and the def2-TZVPD basis) of a structure of composition C5H9CeMgO4 at a distorted geometry.

Values from the calculation:
Spin multiplicity = 3
Energy relative to the best compared isomer or geometry (same formula, charge and spin) = 3.35 kcal/mol
Frontier orbital gap (spin up / spin down) = 5.81 / 5.38 eV
Net charge = +1
M = 297.5 g/mol
E_HOMO (spin up / spin down) = -9.7 / -9.8 eV

Element x y z (Å)
O -0.751 1.421 0.577
C 0.268 1.356 1.514
C 1.142 0.150 1.219
O 1.558 0.319 -0.133
C 2.866 0.851 -0.303
Ce 0.187 -0.062 -1.950
H 0.024 1.329 2.591
H 0.882 2.264 1.349
H 0.673 -0.833 1.365
H 2.006 0.108 1.897
H 3.280 0.599 -1.287
H 2.843 1.942 -0.189
H 3.523 0.415 0.464
O -3.833 -0.859 0.073
C -3.784 -1.799 -0.788
C -2.455 -1.852 -1.536
O -1.457 -1.019 -1.021
Mg -2.201 0.267 0.236
H -2.688 -1.702 -2.609
H -2.082 -2.894 -1.470

Record 2
The following is a DFT calculation (the ωB97M-V functional and the def2-TZVPD basis) of a cluster of 4 separate species, C17H20N4 in total at a distorted geometry.

Values from the calculation:
Energy relative to the best compared isomer or geometry (same formula, charge and spin) = 75.90 kcal/mol
Frontier orbital gap = 8.92 eV
SMILES string = c1cc[nH]c1.c1cc[nH]c1.c1cc[nH]c1.c1ccncc1
M = 280.4 g/mol
E_HOMO = -8.1 eV

Element x y z (Å)
C 0.375 0.654 -0.288
C -0.028 -0.479 0.449
C 0.294 -0.231 1.762
N 1.163 0.835 1.759
C 1.217 1.386 0.511
H 0.131 0.798 -1.328
H -0.690 -1.270 0.146
H 0.157 -0.783 2.677
H 1.620 1.187 2.579
H 1.816 2.242 0.255
C -2.975 -4.667 -1.555
C -3.682 -3.822 -0.653
C -2.848 -2.753 -0.408
N -1.834 -2.807 -1.321
C -1.772 -4.068 -1.867
H -3.387 -5.579 -1.960
H -4.696 -3.919 -0.307
H -3.028 -1.830 0.122
H -1.090 -2.142 -1.427
H -1.039 -4.361 -2.597
C 2.873 -0.673 4.789
C 1.704 -1.483 4.927
C 2.103 -2.764 4.659
N 3.407 -2.782 4.246
C 3.842 -1.483 4.225
H 3.067 0.371 4.977
H 0.752 -1.172 5.321
H 1.515 -3.669 4.661
H 4.088 -3.500 4.094
H 4.858 -1.166 4.047
C -0.091 4.857 -4.776
C -1.256 5.544 -4.497
C -2.010 5.055 -3.434
N -1.634 4.038 -2.657
C -0.455 3.473 -2.882
C 0.330 3.808 -3.979
H 0.595 5.169 -5.558
H -1.499 6.487 -4.966
H -2.976 5.523 -3.283
H -0.132 2.713 -2.181
H 1.212 3.262 -4.284

Record 3
The following is a DFT calculation (the ωB97M-V functional and the def2-TZVPD basis) of the molecule CH4NP at a distorted geometry.

Values from the calculation:
Energy relative to the best compared isomer or geometry (same formula, charge and spin) = 20.03 kcal/mol
Frontier orbital gap = 10.23 eV
SMILES string = [H]/N=C/P
M = 61.0 g/mol
E_HOMO = -9.2 eV

Element x y z (Å)
H 0.917 1.363 -1.795
N 0.084 0.998 -1.197
C 0.200 -0.020 -0.518
P -1.226 -0.617 0.647
H 1.184 -0.722 -0.341
H -0.525 0.180 1.454
H -0.590 -1.740 1.101

Record 4
The following is a DFT calculation (the ωB97M-V functional and the def2-TZVPD basis) of a structure of composition C54H52As2N4O2PbSi2.

Values from the calculation:
Energy relative to the best compared isomer or geometry (same formula, charge and spin) = 49.62 kcal/mol
Frontier orbital gap = 7.76 eV
M = 1202.3 g/mol
E_HOMO = -7.5 eV

Element x y z (Å)
Pb -1.919 -0.710 1.536
O -3.072 -3.620 4.593
C -2.932 -2.580 3.962
N -1.996 -2.338 3.024
C -0.967 -3.276 2.766
C -0.389 -4.082 3.751
C 0.653 -4.933 3.429
C 1.136 -4.987 2.126
C 0.584 -4.170 1.158
C -0.463 -3.311 1.475
N -1.012 -2.433 0.507
C -1.533 -3.022 -0.599
O -1.614 -4.228 -0.777
C -1.928 -2.131 -1.766
C -2.683 -2.732 -2.771
C -2.900 -2.042 -3.947
C -2.332 -0.786 -4.088
C -1.628 -0.256 -3.020
N -1.443 -0.893 -1.862
C -3.860 -1.426 4.320
C -4.826 -1.684 5.288
C -5.627 -0.649 5.729
C -5.426 0.618 5.201
C -4.453 0.782 4.233
N -3.690 -0.217 3.780
H -0.776 -4.049 4.756
H 1.083 -5.562 4.198
H 1.943 -5.659 1.863
H 0.950 -4.204 0.140
H -3.043 -3.738 -2.611
H -3.478 -2.483 -4.749
H -2.436 -0.215 -5.000
H -1.199 0.733 -3.105
H -4.904 -2.689 5.675
H -6.386 -0.822 6.481
H -6.012 1.467 5.524
H -4.283 1.756 3.791
C -4.160 0.738 -1.235
Si -4.048 0.450 0.603
C -5.698 -0.252 1.142
C -3.656 2.137 1.394
C -4.628 3.112 1.144
C -4.500 4.419 1.590
C -3.371 4.786 2.306
C -2.394 3.838 2.567
C -2.503 2.512 2.131
Si -1.015 1.446 2.640
C 0.571 2.246 2.072
C -0.866 1.285 4.497
H -4.964 1.459 -1.417
H -4.405 -0.183 -1.769
H -3.245 1.148 -1.652
H -6.503 0.320 0.672
H -5.852 -0.246 2.218
H -5.784 -1.284 0.792
H -5.517 2.847 0.579
H -5.275 5.145 1.377
H -3.250 5.803 2.657
H -1.515 4.147 3.125
H 0.742 3.122 2.706
H 0.561 2.577 1.035
H 1.413 1.566 2.223
H -0.950 2.285 4.933
H 0.124 0.895 4.745
H -1.615 0.644 4.954
C 2.554 1.398 -0.768
C 3.675 0.407 -0.474
As 2.950 -1.405 -0.200
C 4.597 -2.303 0.346
C 5.859 -2.031 -0.179
C 6.977 -2.706 0.287
C 6.849 -3.662 1.286
C 5.599 -3.935 1.821
C 4.480 -3.256 1.354
C 2.800 -1.947 -2.074
C 3.780 -1.738 -3.040
C 3.541 -2.071 -4.366
C 2.316 -2.608 -4.742
C 1.337 -2.827 -3.785
C 1.585 -2.500 -2.459
As 1.867 1.413 -2.625
C 0.718 2.964 -2.272
C 0.913 4.258 -2.740
C 0.002 5.261 -2.428
C -1.111 4.980 -1.652
C -1.325 3.687 -1.190
C -0.416 2.687 -1.500
C 3.421 2.254 -3.460
C 4.177 3.267 -2.876
C 5.298 3.773 -3.519
C 5.679 3.267 -4.755
C 4.935 2.257 -5.346
C 3.812 1.755 -4.700
H 2.854 2.422 -0.536
H 1.680 1.179 -0.155
H 4.158 0.659 0.474
H 4.450 0.436 -1.243
H 5.983 -1.282 -0.951
H 7.952 -2.485 -0.130
H 7.722 -4.189 1.647
H 5.491 -4.676 2.604
H 3.505 -3.474 1.776
H 4.736 -1.304 -2.773
H 4.312 -1.905 -5.109
H 2.131 -2.860 -5.779
H 0.379 -3.250 -4.064
H 0.819 -2.654 -1.713
H 1.775 4.489 -3.354
H 0.164 6.266 -2.798
H -1.820 5.762 -1.412
H -2.201 3.466 -0.592
H -0.588 1.657 -1.186
H 3.896 3.671 -1.910
H 5.876 4.561 -3.054
H 6.555 3.661 -5.255
H 5.229 1.859 -6.309
H 3.235 0.960 -5.158

Record 5
The following is a DFT calculation (the ωB97M-V functional and the def2-TZVPD basis) of the molecule C5H4F4N2 at a distorted geometry.

Values from the calculation:
Energy relative to the best compared isomer or geometry (same formula, charge and spin) = 35.58 kcal/mol
Frontier orbital gap = 10.89 eV
SMILES string = [H]/N=C(\F)[C@H](F)/C=C(F)\C(F)=N/[H]
M = 168.1 g/mol
E_HOMO = -10.7 eV

Element x y z (Å)
H -3.266 -0.267 -0.875
N -2.556 0.448 -0.493
C -1.461 0.116 -0.134
F -1.020 -1.143 -0.174
C -0.457 1.041 0.604
F -1.000 2.261 0.875
C 0.784 1.299 -0.202
C 1.913 0.648 -0.176
F 2.876 0.842 -1.055
C 2.289 -0.437 0.826
F 3.604 -0.432 0.949
N 1.671 -1.107 1.651
H 0.737 -0.961 1.574
H -0.257 0.477 1.658
H 0.689 2.097 -0.786

Record 6
The following is a DFT calculation (the ωB97M-V functional and the def2-TZVPD basis) of a cluster of 2 separate species, C5H13NO in total at a distorted geometry.

Values from the calculation:
Energy relative to the best compared isomer or geometry (same formula, charge and spin) = 102.37 kcal/mol
Frontier orbital gap (spin up / spin down) = 7.29 / 7.82 eV
M = 103.2 g/mol
E_HOMO (spin up / spin down) = -6.5 / -6.9 eV

Element x y z (Å)
C -0.570 0.739 -0.023
C 1.441 -0.175 -0.873
C -2.047 0.684 -0.218
C -0.059 -1.693 1.087
C 0.020 1.560 1.079
N 1.970 -0.795 -2.007
O 0.165 0.375 -1.043
H 2.465 -0.198 -2.661
H 1.296 -1.376 -2.487
H 2.146 0.473 -0.364
H 0.785 -1.200 0.310
H 0.906 1.095 1.512
H -2.484 1.684 -0.316
H -2.521 0.206 0.645
H -2.285 0.113 -1.113
H -0.379 -1.148 1.971
H 0.466 -2.593 1.413
H -0.929 -2.005 0.511
H -0.707 1.710 1.876
H 0.321 2.544 0.700